Entry 1:
A molecular structure, C46H38IrN5OP at a distorted geometry. Source: the Open Molecules 2025 dataset; level of theory: ωB97M-V/def2-TZVPD.

Values from the calculation:
* gap between HOMO and LUMO (alpha / beta): 5.90 / 5.89 eV
* net charge: +1
* highest occupied orbital energy (alpha / beta): -9.92 / -9.92 eV

Geometry (Å):
Ir -1.078 0.969 -0.263
C 3.129 5.607 -1.527
C 2.134 5.152 -2.383
C 1.132 4.325 -1.899
C 1.120 3.962 -0.553
C 2.125 4.410 0.300
C 3.128 5.236 -0.190
P -0.206 2.936 0.085
C 0.411 2.010 1.467
C 1.562 1.093 1.082
C 2.054 0.238 2.218
C 1.435 0.207 3.406
C 0.280 1.032 3.673
C -0.201 1.909 2.724
C -1.562 3.966 0.602
C -1.472 5.225 1.131
C -2.655 5.909 1.479
C -3.871 5.327 1.246
C -3.985 4.033 0.680
C -5.241 3.444 0.388
C -5.279 2.215 -0.191
C -4.087 1.491 -0.460
C -2.833 1.978 -0.172
C -2.806 3.319 0.378
H 3.909 6.255 -1.903
H 2.139 5.440 -3.425
H 0.357 3.966 -2.567
H 2.123 4.124 1.345
H 3.904 5.590 0.475
H 2.392 1.699 0.708
H 2.941 -0.355 2.033
H 1.817 -0.422 4.199
H -0.197 0.972 4.643
H -1.052 2.545 2.940
H -0.509 5.700 1.276
H -2.596 6.900 1.906
H -4.781 5.866 1.483
H -6.149 3.987 0.615
H -6.233 1.765 -0.438
H -4.212 0.517 -0.911
N -3.664 -2.282 3.497
C -4.345 -2.553 2.360
O -5.415 -3.121 2.344
C -3.712 -2.123 1.058
C -4.234 -2.644 -0.120
C -3.678 -2.274 -1.330
C -2.625 -1.376 -1.330
N -2.142 -0.844 -0.201
C -2.670 -1.218 0.972
H -4.089 -2.551 4.369
H -2.751 -1.867 3.511
H -5.063 -3.336 -0.054
H -4.040 -2.673 -2.267
H -2.137 -1.073 -2.249
H -2.229 -0.749 1.842
N 1.027 0.244 -0.016
C 1.767 -0.460 -0.775
C 1.149 -1.493 -1.650
C 0.442 -2.562 -1.109
C -0.077 -3.553 -1.947
C 0.073 -3.420 -3.323
C 0.781 -2.356 -3.867
C 1.352 -1.416 -3.024
C 3.255 -0.334 -0.843
C 3.841 0.895 -1.138
C 5.222 1.011 -1.181
C 6.019 -0.096 -0.925
C 5.437 -1.328 -0.659
C 4.056 -1.452 -0.632
H -0.503 -3.259 0.521
H -1.333 -5.259 -2.087
H -0.332 -4.186 -3.974
H 0.905 -2.273 -4.938
H 1.946 -0.606 -3.430
H 3.218 1.754 -1.364
H 5.674 1.965 -1.418
H 7.097 -0.001 -0.945
H 6.058 -2.196 -0.484
H 3.596 -2.415 -0.443
N 2.056 -6.884 0.301
C 1.309 -5.740 0.019
C 1.823 -4.595 0.821
C 1.458 -3.321 0.921
N 0.315 -2.705 0.306
C -0.708 -4.779 -1.334
C 0.309 -5.805 -0.874
H 2.955 -6.776 0.731
H 1.973 -7.667 -0.325
H 2.690 -4.850 1.423
H 2.049 -2.660 1.548
H -1.394 -4.508 -0.529
H 0.202 -6.770 -1.359

Atomic forces in eV per Å
1.738 0.513 1.008
0.000 0.001 -0.009
0.012 -0.015 0.034
0.010 0.004 0.015
0.110 -0.186 -0.287
0.052 0.112 -0.018
-0.010 -0.026 0.015
0.018 0.816 0.392
-0.968 -1.167 -2.166
0.322 -0.001 -0.017
-0.238 -0.094 0.137
0.324 -0.038 -0.347
-0.619 1.031 -0.961
0.031 -0.750 2.135
-0.111 -0.096 -0.030
-0.096 0.128 0.037
0.122 -0.022 -0.036
-0.049 -0.074 -0.042
-0.026 0.118 0.063
0.032 0.056 0.029
0.097 -0.067 -0.066
-0.099 0.048 -0.010
-0.166 0.289 0.292
0.012 -0.125 -0.121
0.006 -0.002 -0.009
0.000 0.005 -0.008
-0.015 -0.009 0.016
-0.007 0.011 0.010
0.009 0.005 0.001
0.065 -0.025 0.080
-0.020 -0.012 -0.043
0.016 -0.009 -0.008
-0.015 0.049 0.001
0.002 -0.043 0.003
0.009 0.009 -0.025
-0.002 0.007 0.005
-0.010 0.004 0.007
-0.007 0.007 0.005
-0.003 -0.023 -0.013
0.001 -0.123 0.012
-0.012 0.042 0.076
0.024 -0.008 -0.211
-0.046 -0.023 0.072
0.128 0.025 0.155
-0.057 -0.065 -0.049
0.148 -0.053 0.004
0.140 -0.191 -0.002
-0.406 -0.031 0.088
-0.037 -0.121 -0.082
0.021 -0.008 -0.018
-0.015 -0.030 -0.006
-0.018 0.016 0.000
-0.021 -0.003 0.005
-0.054 0.053 -0.006
-0.038 0.055 -0.027
-0.518 0.057 -0.156
0.475 -0.182 0.001
0.095 0.343 -0.110
0.003 -0.204 0.175
-0.021 0.007 -0.075
-0.016 -0.021 0.067
0.030 0.058 0.090
-0.101 -0.045 -0.126
-0.183 -0.055 0.171
0.041 0.031 -0.049
-0.016 -0.033 0.003
0.004 0.008 0.004
-0.017 0.018 -0.013
0.059 -0.015 -0.022
0.037 0.039 -0.013
0.006 0.020 -0.012
-0.025 0.009 -0.002
0.017 -0.020 -0.005
-0.018 0.017 -0.005
-0.015 0.022 0.035
0.007 0.008 -0.006
0.009 -0.005 -0.020
0.010 0.000 0.011
0.017 0.011 -0.021
-0.151 -0.071 0.108
0.293 0.208 0.182
-0.051 -0.115 -0.103
-0.137 0.061 0.039
-0.046 -0.043 0.019
0.120 -0.009 -0.065
-0.130 -0.028 -0.079
0.039 0.009 -0.113
0.017 0.016 -0.001
0.019 -0.026 -0.013
-0.017 -0.018 -0.006
-0.099 -0.015 0.010
-0.024 -0.007 0.021

---

Entry 2:
A molecular structure, C26H20N8PdSe at a distorted geometry. Source: the Open Molecules 2025 dataset; level of theory: ωB97M-V/def2-TZVPD.

Values from the calculation:
* energy above the lowest of the compared OMol25 structures with the same formula, charge and spin: 0.00 kJ/mol
* gap between HOMO and LUMO (alpha / beta): 8.31 / 5.39 eV
* net charge: +4
* highest occupied orbital energy (alpha / beta): -19.62 / -19.63 eV
* spin multiplicity: 5

Geometry (Å):
Pd -13.665 -9.549 -2.439
C -13.679 -13.036 -5.236
C -13.504 -12.306 -4.066
N -14.135 -11.122 -3.898
C -14.886 -10.671 -4.898
C -15.030 -11.418 -6.086
N -14.432 -12.607 -6.232
C -15.548 -9.333 -4.676
C -16.570 -8.743 -5.443
C -17.009 -7.481 -5.101
C -16.315 -6.662 -4.192
C -15.217 -7.231 -3.524
N -15.021 -8.558 -3.709
C -14.341 -6.591 -2.519
C -14.377 -5.242 -2.214
N -13.607 -4.749 -1.211
C -12.706 -5.531 -0.648
C -12.589 -6.852 -1.030
N -13.482 -7.382 -1.885
C -18.258 -6.846 -5.695
C -19.546 -7.244 -5.225
C -20.603 -6.609 -5.910
N -20.333 -5.725 -6.868
C -19.206 -5.401 -7.365
C -18.049 -5.933 -6.733
H -13.234 -14.030 -5.425
H -12.839 -12.657 -3.303
H -15.704 -11.115 -6.943
H -17.103 -9.262 -6.235
H -16.612 -5.599 -4.033
H -15.071 -4.532 -2.635
H -12.126 -5.075 0.069
H -11.792 -7.436 -0.622
H -19.761 -7.865 -4.431
H -21.643 -6.697 -5.652
H -19.116 -4.745 -8.218
H -17.045 -5.595 -7.014
C -16.202 -12.142 2.013
N -14.766 -11.910 1.811
C -14.213 -11.113 0.843
Se -15.286 -10.194 -0.312
N -12.892 -11.113 0.930
C -12.538 -11.994 2.047
C -11.320 -12.303 2.626
C -11.405 -13.191 3.718
C -12.639 -13.615 4.284
C -13.870 -13.217 3.714
C -13.765 -12.416 2.558
H -16.379 -12.238 3.073
H -16.617 -13.023 1.509
H -16.740 -11.263 1.698
H -12.236 -10.548 0.416
H -10.364 -11.917 2.257
H -10.479 -13.516 4.209
H -12.684 -14.338 5.096
H -14.799 -13.475 4.210

Atomic forces in eV per Å
-0.457 0.435 0.275
0.217 -0.945 -0.346
-0.461 0.693 -0.332
1.320 -1.029 0.284
-1.241 0.392 -0.797
-0.740 -0.109 -0.341
-0.570 1.082 -0.031
-0.078 1.254 -0.403
-0.164 -0.928 0.154
-0.419 1.632 0.603
0.678 0.240 0.175
-1.543 -1.008 -0.351
0.791 -0.188 -0.174
-0.540 0.446 -0.221
0.703 0.393 1.715
-0.935 0.037 -1.268
-1.488 -0.191 -1.757
-0.884 -0.135 -0.389
1.821 -0.885 0.640
0.483 -1.042 -0.016
0.625 3.078 -3.550
-0.220 0.372 0.279
-0.057 -1.788 1.428
1.969 0.699 -0.564
-1.023 -0.103 0.598
0.002 0.668 0.518
0.081 -0.059 0.411
0.981 -0.116 1.150
0.250 -0.178 0.139
0.250 -1.059 -0.100
-0.031 -0.001 -0.314
1.472 0.690 1.619
0.100 -0.637 0.099
-0.248 -1.343 1.491
-0.395 -0.304 0.180
-0.189 0.250 -0.232
-0.545 -0.249 -0.200
-0.342 0.007 0.229
0.236 -0.090 -0.068
-1.038 0.726 -0.982
0.469 0.189 -0.884
0.985 -1.980 2.201
1.639 1.776 -1.429
-0.659 -0.018 -0.452
0.628 0.217 0.366
-2.243 0.037 -1.163
2.107 -0.611 1.192
-1.296 -0.785 1.018
0.026 -0.090 0.313
0.586 0.143 -0.087
-0.133 0.234 -0.171
-0.098 0.030 -0.065
-0.384 -0.245 0.175
-0.344 0.099 -0.279
0.312 0.382 0.076
0.035 -0.082 -0.361